No. 1
{
  "formula": "C43H41N5O4W",
  "method": "wB97M-V/def2-TZVPD",
  "energy_ev": -62723.127,
  "largest_force_ev_per_a": 4.7,
  "elements": ["W", "C", "N", "C", "C", "C", "N", "C", "C", "C", "C", "C", "C", "C", "O", "C", "C", "C", "N", "C", "C", "C", "C", "C", "C", "C", "O", "H", "H", "H", "H", "H", "H", "H", "H", "H", "H", "H", "H", "H", "H", "H", "H", "H", "H", "H", "H", "H", "H", "H", "H", "H", "O", "C", "O", "C", "C", "C", "C", "C", "C", "C", "C", "C", "N", "H", "H", "H", "H", "H", "H", "C", "C", "C", "C", "C", "C", "N", "C", "C", "C", "C", "C", "C", "H", "H", "H", "H", "H", "H", "H", "H", "H", "H"],
  "coordinates": [[0.43233, -0.32884, -0.25421], [4.78169, 0.34765, 2.94353], [3.65121, -0.15081, 2.19086], [2.36712, 0.27744, 2.70276], [2.11940, 1.77123, 2.49323], [2.35728, 2.17313, 1.03971], [1.22304, 1.92300, 0.15291], [1.01899, 2.91428, -0.70282], [0.13212, 2.94750, -1.80779], [-0.07328, 4.14674, -2.52018], [-0.94210, 4.20437, -3.58352], [-1.60823, 3.05729, -4.00976], [-1.41771, 1.85811, -3.34815], [-0.57845, 1.78982, -2.23646], [-0.43331, 0.67001, -1.54216], [3.73191, -1.58493, 1.94895], [4.28571, -1.84995, 0.54740], [3.18554, -1.75735, -0.52648], [2.46559, -0.48403, -0.42306], [2.39095, 0.28845, -1.57491], [2.17792, -0.27862, -2.87443], [2.77046, 0.19474, -4.05313], [2.51654, -0.42338, -5.25893], [1.66683, -1.52327, -5.30840], [1.01607, -1.97153, -4.17176], [1.22878, -1.34400, -2.94487], [0.56622, -1.66342, -1.84314], [4.71584, 0.10737, 4.01665], [4.85366, 1.42834, 2.83218], [5.69186, -0.09322, 2.54382], [1.60659, -0.26022, 2.11514], [2.23432, 0.03467, 3.77406], [2.78612, 2.35647, 3.12981], [1.09058, 1.99707, 2.77409], [3.21743, 1.59330, 0.68273], [2.61996, 3.23942, 1.00247], [1.60838, 3.82564, -0.57219], [0.45103, 5.03506, -2.19860], [-1.11177, 5.14273, -4.08955], [-2.27952, 3.10268, -4.85367], [-1.92419, 0.95814, -3.66518], [2.73794, -2.03338, 2.01924], [4.36776, -2.06607, 2.70278], [4.71469, -2.85078, 0.50717], [5.07126, -1.12511, 0.33446], [2.51242, -2.61900, -0.38615], [3.64643, -1.85061, -1.52045], [2.90987, 1.25701, -1.55133], [3.45445, 1.03044, -3.99548], [2.98737, -0.05713, -6.16017], [1.49857, -2.03283, -6.24500], [0.32457, -2.79730, -4.21930], [0.61866, -4.16154, 0.63949], [0.13179, -3.06569, 0.41013], [0.71957, -1.92522, 0.72583], [-1.20495, -2.87014, -0.19003], [-2.03530, -3.97265, -0.41696], [-3.29673, -3.77679, -0.90816], [-3.72583, -2.45199, -1.17443], [-5.01530, -2.17644, -1.65217], [-5.41340, -0.88932, -1.92639], [-4.51982, 0.16077, -1.73307], [-3.25221, -0.07668, -1.25301], [-2.81302, -1.37773, -0.95063], [-1.55454, -1.58232, -0.44958], [-1.64426, -4.95073, -0.18115], [-3.96713, -4.60121, -1.09465], [-5.69204, -3.00413, -1.80329], [-6.40829, -0.69262, -2.29275], [-4.81787, 1.17434, -1.95607], [-2.58103, 0.75061, -1.09613], [-0.48116, -1.17511, 5.50154], [-0.63062, 0.17024, 5.20816], [-0.76321, 0.58811, 3.89913], [-0.71028, -0.31815, 2.82885], [-0.63508, -1.67596, 3.15154], [-0.51054, -2.09025, 4.46630], [-0.76020, 0.20632, 1.50301], [-1.94204, 0.96064, 1.37126], [-1.96515, 2.23291, 0.78683], [-3.15539, 2.92324, 0.63666], [-4.34964, 2.38184, 1.07932], [-4.33779, 1.14474, 1.70402], [-3.15692, 0.45140, 1.86041], [-0.36928, -1.50891, 6.52106], [-0.63961, 0.89880, 6.00542], [-0.91629, 1.63685, 3.68012], [-0.69712, -2.43229, 2.38720], [-0.44710, -3.14732, 4.67554], [-1.03965, 2.69238, 0.47553], [-3.14543, 3.90011, 0.17522], [-5.27589, 2.92077, 0.95260], [-5.25910, 0.71250, 2.06631], [-3.15907, -0.50967, 2.35429]],
  "forces_ev_per_angstrom": [[4.171, 2.048, -0.553], [-0.235, 0.009, -0.109], [-0.070, 0.060, 0.325], [-0.074, 0.075, -0.175], [0.070, -0.253, -0.252], [0.282, 0.169, 0.648], [-0.352, 1.883, -1.821], [0.773, -1.752, 2.179], [-1.172, -0.412, -1.334], [0.120, -0.474, 0.446], [-0.104, 0.244, -0.234], [0.241, -0.151, 0.409], [-0.170, -0.154, -0.069], [0.919, 0.061, 0.580], [-2.974, 2.500, -2.498], [0.143, -0.054, -0.272], [-0.424, -0.097, -0.067], [0.422, -0.554, 0.781], [-0.966, -0.655, -0.436], [-0.921, 0.245, 1.137], [-0.575, -0.760, -0.751], [-0.128, -0.211, 0.571], [0.056, -0.033, -0.221], [-0.016, 0.050, 0.090], [-0.019, -0.130, 0.252], [0.942, 1.014, -0.316], [-0.420, 0.167, 0.491], [0.044, -0.020, 0.057], [0.098, 0.111, 0.084], [0.123, 0.025, 0.003], [0.329, 0.078, 0.592], [-0.123, -0.120, -0.177], [-0.051, 0.046, 0.015], [0.060, 0.082, 0.088], [-0.147, 0.028, -0.065], [-0.095, -0.170, -0.076], [-0.043, -0.078, 0.151], [0.078, 0.115, 0.033], [0.041, 0.062, -0.062], [-0.045, -0.014, -0.088], [-0.006, -0.072, -0.013], [0.095, 0.012, 0.106], [-0.055, -0.041, 0.044], [0.112, -0.104, -0.088], [0.148, 0.026, 0.003], [0.239, 0.389, -0.147], [-0.236, 0.135, 0.190], [-0.491, -0.096, 0.133], [0.056, 0.108, -0.002], [0.022, -0.018, -0.061], [-0.066, -0.002, -0.122], [-0.121, -0.151, -0.004], [-0.746, 1.045, -0.198], [1.420, -0.955, 0.649], [0.020, -2.879, 0.764], [-1.220, 1.623, -0.557], [-0.178, -0.061, 0.020], [0.306, 0.618, 0.058], [0.666, -0.327, 0.272], [-0.498, 0.450, -0.224], [-0.097, -0.855, 0.041], [0.829, 0.148, 0.235], [-0.322, 0.527, -0.284], [-0.030, 0.086, -0.071], [0.412, -2.485, 0.259], [0.032, -0.033, 0.002], [-0.073, -0.118, -0.005], [-0.084, -0.090, -0.019], [-0.132, -0.019, -0.046], [0.005, 0.097, 0.022], [-0.128, -0.103, 0.017], [0.012, -0.103, 0.024], [-0.043, 0.068, 0.003], [0.087, -0.022, -0.215], [0.274, -0.422, 0.222], [-0.073, 0.139, -0.229], [-0.010, -0.044, 0.114], [0.372, -0.022, -0.438], [-0.232, 0.629, -0.135], [0.182, -0.200, 0.105], [-0.082, 0.035, -0.064], [-0.077, 0.075, -0.058], [-0.018, 0.021, 0.050], [0.190, -0.066, -0.145], [0.012, -0.018, 0.127], [-0.034, 0.093, 0.063], [0.062, 0.055, 0.001], [-0.015, 0.115, 0.170], [0.021, -0.124, 0.030], [-0.115, -0.102, 0.041], [0.016, 0.114, -0.050], [-0.098, 0.075, -0.004], [-0.089, -0.042, 0.048], [-0.011, -0.093, 0.011]],
  "mulliken_charge": [0.286, -1.256, 0.925, -0.092, -1.246, -1.011, 0.316, -0.731, 0.646, -1.137, -0.828, -0.780, -0.504, 0.718, 1.018, -0.749, -1.222, -0.563, 0.671, -1.064, 0.705, -0.797, -0.802, -0.621, -0.906, 0.354, 0.265, 0.341, 0.248, 0.431, -0.792, 0.667, 0.600, 0.247, 0.377, 0.670, 0.279, 0.481, 0.429, 0.453, 0.621, -0.027, 0.602, 0.463, 0.472, 0.006, 0.524, 0.412, 0.458, 0.427, 0.437, 0.516, -0.688, -0.205, -0.364, 1.046, -1.286, -1.120, 0.681, -0.813, -1.047, -0.722, 0.105, -0.090, 0.946, 0.649, 0.474, 0.441, 0.453, 0.564, 0.177, -0.740, -0.957, -0.063, -0.133, -0.059, -0.937, 1.628, -0.336, -0.720, -0.714, -0.875, -0.761, 0.115, 0.406, 0.421, 0.452, 0.084, 0.506, 0.752, 0.477, 0.421, 0.413, 0.480]
}



No. 2
{
  "formula": "C27H34BF3FeO2",
  "method": "wB97M-V/def2-TZVPD",
  "energy_ev": -75857.650,
  "spin_multiplicity": 5,
  "largest_force_ev_per_a": 3.7,
  "elements": ["C", "C", "C", "C", "C", "C", "O", "B", "C", "C", "C", "C", "C", "F", "F", "F", "C", "C", "C", "C", "O", "H", "H", "H", "H", "H", "H", "H", "H", "H", "H", "H", "H", "H", "H", "H", "H", "H", "H", "H", "H", "H", "C", "C", "C", "C", "C", "C", "C", "Fe", "C", "C", "C", "C", "C", "H", "H", "H", "H", "H", "H", "H", "H", "H", "H", "H", "H", "H"],
  "coordinates": [[-0.31944, -3.68867, 0.65270], [-1.12087, -2.98310, -0.42951], [-2.39691, -3.84741, -0.69546], [-1.48576, -1.44525, -0.23267], [-2.83287, -1.16568, 0.39452], [-0.41345, -0.72903, 0.57060], [-1.46848, -0.87742, -1.55553], [-0.66917, -1.73489, -2.28702], [-1.11477, -1.97715, -3.79479], [-2.06855, -1.15737, -4.43963], [-2.54184, -1.41776, -5.72676], [-1.97372, -2.44592, -6.46131], [-2.51943, -2.74743, -7.82707], [-1.69195, -3.52304, -8.57275], [-3.70880, -3.43891, -7.68104], [-2.79895, -1.62054, -8.54981], [-0.96469, -3.24291, -5.91002], [-0.53419, -2.97507, -4.59659], [1.78068, 2.31363, -0.52112], [1.76558, 1.62526, -1.92224], [-0.30157, -2.93346, -1.62965], [-0.90914, -3.82988, 1.57074], [-0.00445, -4.68524, 0.30796], [0.57392, -3.11465, 0.90568], [-3.01696, -3.99815, 0.22338], [-3.05477, -3.38828, -1.46382], [-2.07919, -4.84587, -1.06676], [-2.82405, -1.61451, 1.39586], [-2.98601, -0.08041, 0.48256], [-3.65330, -1.57818, -0.20514], [-0.36189, -1.10402, 1.60349], [0.59165, -0.82538, 0.13400], [-0.66662, 0.33707, 0.57039], [-2.44480, -0.27596, -3.93151], [-3.34310, -0.82316, -6.18180], [-0.51959, -4.03728, -6.51346], [0.29740, -3.58093, -4.21676], [1.92800, 3.35218, -0.92659], [2.80263, 1.96251, -0.26148], [2.83035, 1.76586, -2.28570], [1.52195, 0.54327, -1.84365], [1.19543, 2.17668, -2.67777], [-0.09003, 3.34893, 1.05034], [1.29748, 2.72155, 0.98913], [1.61678, 1.94310, 2.31403], [2.91494, 1.51986, 2.83450], [2.70388, 0.65655, 3.98634], [1.28790, 0.55891, 4.21452], [0.61608, 1.35339, 3.21469], [1.89426, 2.42640, 4.25352], [1.01155, 4.07130, 4.95157], [2.33252, 4.34509, 4.39369], [3.30233, 3.52459, 5.12425], [2.59598, 2.74220, 6.11676], [1.18199, 3.06510, 6.00772], [-0.37768, 4.04443, 0.26261], [-0.85076, 2.55164, 1.06328], [-0.18887, 3.92071, 1.98320], [2.11199, 3.51546, 1.04537], [3.86321, 1.77761, 2.34656], [3.47619, 0.12841, 4.54378], [0.77767, -0.04899, 4.94370], [-0.45882, 1.42053, 3.04466], [0.10825, 4.63472, 4.70644], [2.55027, 5.13261, 3.67191], [4.38499, 3.55982, 4.99223], [3.02992, 2.06724, 6.86805], [0.40968, 2.67530, 6.67269]],
  "forces_ev_per_angstrom": [[0.165, 0.293, 0.380], [-0.872, -0.135, -0.085], [-0.003, 0.010, -0.407], [0.591, -0.206, 0.963], [-0.170, -0.148, -0.016], [0.294, 0.179, 0.253], [1.166, -0.712, -0.088], [-2.819, -2.404, -0.562], [1.235, 1.123, -1.692], [-0.072, -0.071, 0.185], [0.063, 0.220, 0.199], [0.363, -0.467, 0.090], [-0.638, -0.291, -0.178], [-0.623, 0.545, 0.375], [0.951, 0.592, -0.511], [0.196, -0.991, 0.513], [-0.098, 0.541, 0.364], [0.079, -0.583, -0.357], [3.178, 1.475, 0.161], [-0.405, -1.000, 0.123], [-0.190, 1.508, 0.039], [0.091, 0.117, -0.260], [-0.178, 0.377, -0.044], [0.004, -0.138, -0.006], [0.669, 0.223, -0.625], [0.447, -0.257, 0.352], [-0.187, 0.617, 0.226], [-0.279, 0.135, -0.146], [0.091, -0.321, 0.020], [0.180, 0.060, 0.242], [-0.071, 0.253, -0.260], [-0.282, -0.084, 0.020], [0.154, -0.157, 0.153], [-0.117, -0.197, 0.165], [0.444, -0.101, 0.308], [-0.066, 0.289, 0.325], [-0.458, 0.216, 0.057], [0.089, -0.555, 0.785], [-0.261, 0.602, 0.312], [-1.177, -0.506, 0.513], [0.085, 0.627, -0.606], [-0.534, -0.522, 0.296], [-0.364, -0.211, 0.746], [1.001, 1.016, 0.128], [-0.579, -2.917, -2.073], [-0.221, -1.860, -2.496], [0.496, -1.695, -1.790], [-0.303, -1.468, -1.361], [-0.130, -1.237, -2.300], [-1.905, 1.323, -0.134], [0.669, 0.843, 1.506], [0.449, 1.165, 1.914], [0.245, 1.928, 1.818], [0.016, 2.178, 1.483], [0.637, 1.692, 1.410], [0.477, -0.176, -0.347], [0.137, 0.285, 0.015], [-0.073, -0.224, -0.044], [-1.345, -0.436, 0.172], [-0.434, -0.131, 0.500], [-0.229, 0.402, -0.138], [0.149, 0.127, 0.185], [0.419, 0.066, 0.294], [0.313, -0.544, 0.033], [0.018, -0.515, 0.136], [-0.489, -0.180, -0.079], [-0.232, 0.328, -0.696], [0.248, 0.086, -0.459]],
  "mulliken_charge": [-1.824, 1.666, -1.749, 1.882, -2.040, -1.878, -0.633, 1.207, 0.146, -0.365, -0.757, 0.271, 0.834, -0.268, -0.252, -0.259, -0.697, -0.538, -0.826, -1.078, -0.604, 0.324, 0.460, 0.382, 0.343, 0.299, 0.447, 0.369, 0.379, 0.433, 0.397, 0.383, 0.128, 0.368, 0.354, 0.392, 0.374, 0.292, 0.248, 0.376, 0.069, 0.373, -1.424, 0.781, 1.082, -1.005, -0.559, -0.650, 0.285, -0.409, -0.667, -0.742, -0.740, -0.632, -0.812, 0.420, 0.196, 0.234, 0.490, 0.553, 0.536, 0.573, 0.628, 0.505, 0.515, 0.464, 0.482, 0.468]
}



No. 3
{
  "formula": "C9H4BrNNdO4",
  "method": "wB97M-V/def2-TZVPD",
  "energy_ev": -104363.602,
  "charge": 3,
  "spin_multiplicity": 4,
  "largest_force_ev_per_a": 8.0,
  "elements": ["O", "C", "Nd", "O", "C", "C", "O", "C", "O", "Br", "C", "C", "C", "C", "N", "C", "H", "H", "H", "H"],
  "coordinates": [[0.20222, -2.09272, -2.50910], [0.65367, -1.14675, -1.99667], [1.52578, 0.83122, -0.86420], [-2.14858, 0.08004, -3.83329], [-1.24007, 0.40195, -3.21927], [2.79707, 0.29476, -3.16909], [3.34842, 0.03659, -4.15376], [0.52076, 2.80004, -2.01929], [0.10547, 3.72504, -2.59142], [-1.28471, -3.22503, 3.40618], [-0.82169, -1.57906, 2.54991], [-0.84750, -0.41483, 3.32303], [-0.50738, 0.78886, 2.71337], [-0.07750, 0.79163, 1.39404], [0.12294, -0.36084, 0.69575], [-0.38205, -1.53055, 1.21967], [-1.11183, -0.46569, 4.36795], [-0.53787, 1.73342, 3.24302], [0.07550, 1.75560, 0.86158], [-0.39267, -2.42367, 0.58157]],
  "forces_ev_per_angstrom": [[2.509, 4.925, 2.829], [-2.830, -6.566, -3.286], [-0.086, -0.894, 1.849], [2.824, 1.031, 1.875], [-2.791, -0.722, -1.769], [3.102, -1.192, -5.157], [-2.720, 1.247, 4.782], [-2.832, 6.401, -3.774], [2.236, -5.055, 3.117], [0.235, 0.983, -0.857], [-0.202, -0.927, 0.409], [0.370, 0.083, -0.661], [0.069, 0.628, -0.194], [0.388, -0.853, 0.368], [-0.994, 0.148, -0.274], [0.713, 0.431, -0.236], [-0.111, 0.091, 0.125], [-0.215, -0.075, 0.088], [0.053, -0.072, 0.395], [0.282, 0.389, 0.370]],
  "mulliken_charge": [0.013, 0.065, 1.836, -0.022, 0.132, 0.248, 0.006, 0.144, 0.043, 0.021, -0.399, -0.017, -0.746, 0.069, -0.257, 0.081, 0.529, 0.419, 0.382, 0.452]
}